Density functional theory data (ωB97M-V/def2-TZVPD) for a single C8H15N molecule.

Each line ends with the natural charge from an NBO analysis.
CARTESIAN COORDINATES (ANGSTROEM)
N: -0.8526 0.4019 -0.8126  -0.4637
C: -2.3073 0.2912 -1.0056  -0.4006
C: 3.5855 -1.2932 -0.1585  -0.6700
C: -0.3419 -0.0832 0.4695  0.0557
C: -0.1540 1.5242 -1.4502  -0.4048
C: -0.4216 0.9814 1.5721  -0.6158
C: 1.0490 -0.5466 0.3597  -0.0318
C: -1.1424 -1.3271 0.9549  -0.6011
C: 2.1999 -0.8423 0.1041  0.0065
H: -2.7011 -0.7346 -1.0796  0.1966
H: -1.4039 1.4160 1.6843  0.2040
H: -0.2715 2.3831 -0.8089  0.1687
H: -1.2647 -1.9511 0.0430  0.2211
H: 0.2407 1.7678 1.3104  0.2086
H: 3.5672 -2.1071 -0.8444  0.2314
H: -0.6367 -1.9006 1.7557  0.2251
H: 0.9260 1.2668 -1.6376  0.2129
H: -0.6140 1.7286 -2.4401  0.2025
H: 4.0201 -1.6327 0.7572  0.2327
H: -2.1073 -1.0246 1.3995  0.2062
H: 4.1246 -0.4411 -0.5794  0.2316
H: -2.5818 0.7938 -1.9225  0.2034
H: -2.8009 0.7711 -0.1917  0.1661
H: -0.1112 0.5583 2.5207  0.2147

The energy above the lowest of the compared OMol25 structures with the same formula, charge and spin is 235.50 kJ/mol. The frontier orbital gap comes out at 8.88 eV. Its HOMO energy is -7.93 eV. The value obtained for the total energy is -368.48305 Eh. The maximum force is 2.1 eV/Å.